The following is a DFT calculation (wB97M-V/def2-TZVPD) of a molecular structure, C37H72B3Cl30NO6 in a non-equilibrium geometry.

```
149
Properties=species:S:1:pos:R:3:forces:R:3
C 2.138712 -1.148520 1.122062 -0.2 -0.3 -0.1
C 2.922034 -0.374472 2.094225 0.5 0.5 0.7
N 4.176989 -0.360119 1.971937 0.5 -0.1 -0.2
C 2.181855 0.402401 3.151615 0.0 0.0 -0.8
B 1.859097 1.814002 2.563546 0.2 1.0 1.4
O 2.676928 2.517657 1.697132 0.1 -1.0 -0.4
B 2.004448 2.722900 0.512765 0.7 1.0 -0.3
O 0.671755 3.094333 0.546786 -0.3 -1.0 -0.9
B 0.029736 2.341171 1.510486 -0.7 1.2 0.9
C -1.164464 1.354090 1.230806 0.4 0.4 -0.7
C -2.513009 1.976269 1.238465 -0.5 0.6 0.4
O -2.819887 2.887392 1.951810 0.1 -0.1 -0.1
O -3.472215 1.430408 0.392702 0.3 -0.6 0.1
C -4.354514 0.529291 1.012275 -1.7 1.0 0.3
C -3.872235 -0.822503 1.387634 0.7 0.7 -0.2
O -5.487332 0.876664 1.190534 0.6 -0.1 -0.3
O 0.608696 2.403505 2.762439 -0.3 -1.2 0.0
H 1.171257 -1.419497 1.506086 -0.5 -0.2 0.1
H 2.021833 -0.629101 0.184146 -0.1 0.3 -0.4
H 2.710624 -2.032695 0.929818 0.1 -0.6 -0.4
H 4.607695 0.219997 2.682468 0.1 0.2 0.2
H 1.230431 -0.069836 3.326322 -0.5 -0.2 0.4
H 2.722890 0.401711 4.082203 0.3 0.2 0.4
H 2.566214 2.534708 -0.514214 0.0 0.3 -0.1
H -0.979651 0.835063 0.299563 -0.1 -0.1 -0.3
H -1.168659 0.610975 2.009492 0.0 -0.4 0.5
H -4.255341 -1.069711 2.355525 -0.3 -0.3 0.4
H -4.223118 -1.487433 0.624441 -0.2 -0.6 -0.3
H -2.801713 -0.840372 1.383113 0.6 -0.3 0.1
Cl -1.661685 -1.035931 -1.205878 0.1 -0.3 -0.3
C -2.374895 -0.886109 -2.839405 0.0 0.1 -0.1
C -3.825721 -0.486458 -2.764867 -0.1 0.2 -0.1
Cl -4.862637 -1.777051 -2.091109 0.0 0.0 0.0
H -2.229502 -1.828761 -3.361925 0.0 0.0 0.1
H -1.814657 -0.112095 -3.360625 0.0 0.1 0.0
H -4.210344 -0.259131 -3.759335 0.1 -0.1 0.0
H -3.951736 0.397026 -2.144343 0.0 0.0 0.1
Cl -4.841929 -7.433122 -2.676565 0.0 0.0 0.0
C -5.363241 -6.007332 -3.618290 -0.1 0.1 0.0
C -4.921274 -6.081304 -5.053505 0.0 0.0 -0.3
Cl -3.151694 -5.930708 -5.213971 0.1 0.0 0.0
H -4.970170 -5.121824 -3.129150 0.1 0.0 0.0
H -6.450394 -5.977968 -3.570564 0.0 0.0 0.0
H -5.356461 -5.260614 -5.627299 0.3 -0.3 0.2
H -5.219480 -7.021901 -5.509462 0.1 -0.1 0.0
Cl 1.035032 1.673841 6.272521 0.0 0.0 0.0
C 2.321671 2.175728 7.404913 -0.2 0.1 0.0
C 3.665394 2.235333 6.735669 0.1 0.1 0.0
Cl 4.261938 0.615483 6.276488 0.1 0.0 0.0
H 2.322511 1.480463 8.240082 0.0 -0.1 0.0
H 2.064344 3.167559 7.772567 -0.1 -0.2 -0.2
H 4.396702 2.663342 7.417107 0.0 0.0 0.1
H 3.631742 2.846345 5.838020 0.0 0.0 -0.1
Cl -1.288084 7.549289 -2.742499 0.0 0.0 0.0
C -1.832704 6.158244 -1.759453 -0.1 0.1 0.1
C -0.808111 5.063127 -1.703298 0.0 -0.1 0.0
Cl -0.585788 4.251930 -3.278535 0.0 0.0 0.0
H -2.769273 5.803186 -2.180309 0.0 0.0 -0.1
H -2.021099 6.522484 -0.749172 0.2 0.1 -0.2
H -1.133053 4.302183 -1.000049 0.0 0.0 0.0
H 0.159597 5.435817 -1.382452 0.1 0.0 0.0
Cl 3.543757 -1.219393 -2.194451 0.0 0.0 -0.1
C 4.263046 -2.851160 -2.176516 0.2 0.1 0.1
C 3.234967 -3.931703 -2.345767 -0.1 -0.1 -0.1
Cl 2.156785 -4.051863 -0.931936 -0.1 -0.1 0.0
H 4.800724 -2.964324 -1.238478 0.0 0.1 0.0
H 4.979319 -2.890772 -2.995057 0.0 0.0 0.0
H 3.732298 -4.894426 -2.450051 -0.1 0.0 0.0
H 2.621331 -3.759045 -3.224669 -0.1 0.0 0.0
Cl 5.683084 -3.430750 1.463435 0.1 0.1 0.0
C 5.474310 -4.169776 3.064992 0.1 0.2 0.0
C 4.123312 -4.794787 3.224198 -0.2 -0.1 0.1
Cl 2.812689 -3.578324 3.280276 0.0 -0.1 0.1
H 5.640807 -3.394561 3.808228 0.0 0.0 -0.1
H 6.246493 -4.927321 3.176143 0.0 -0.1 0.0
H 4.087297 -5.336060 4.163793 0.0 -0.1 0.1
H 3.903831 -5.482225 2.416184 -0.1 0.0 -0.2
Cl -3.487870 6.112927 1.090780 -0.1 0.0 0.2
C -3.756496 5.972984 2.847724 0.0 -0.2 0.1
C -4.375840 7.212044 3.432335 -0.1 0.0 0.1
Cl -3.260285 8.602804 3.417828 -0.1 0.0 0.1
H -2.802123 5.744969 3.312124 0.1 0.0 0.0
H -4.420998 5.123801 2.992481 0.0 0.0 0.0
H -4.638145 7.028998 4.472303 0.0 0.0 0.0
H -5.274344 7.498860 2.893730 0.0 0.0 -0.1
Cl -7.095467 -3.751634 -5.487093 -0.3 0.3 0.1
C -7.461819 -2.367512 -6.555025 -0.1 0.1 0.1
C -6.909267 -2.581962 -7.935458 0.0 0.0 -0.2
Cl -5.125047 -2.539919 -7.949978 0.0 0.0 0.0
H -7.055100 -1.459161 -6.111513 0.0 -0.4 0.1
H -8.545535 -2.274750 -6.600922 0.0 -0.1 0.0
H -7.255614 -1.785375 -8.590355 0.0 0.1 0.0
H -7.223951 -3.535774 -8.349244 0.1 -0.1 0.0
Cl 4.711734 -8.415160 1.026090 0.1 0.4 0.0
C 5.975137 -8.335175 -0.227018 0.0 -0.1 -0.2
C 6.710922 -7.025053 -0.407274 0.0 0.0 0.1
Cl 5.720412 -5.716988 -1.114704 0.0 -0.4 0.1
H 5.498468 -8.620551 -1.160421 0.0 0.0 0.0
H 6.695743 -9.104067 0.044731 0.1 0.0 0.0
H 7.514317 -7.208750 -1.117870 0.1 0.0 0.0
H 7.142642 -6.643921 0.514648 -0.1 0.0 0.1
Cl -3.954022 1.196974 -6.026963 0.0 0.0 -0.1
C -4.708201 1.479495 -7.623032 0.0 0.0 0.0
C -6.105652 2.019873 -7.488557 -0.1 0.1 0.1
Cl -7.250114 0.807729 -6.829206 0.0 0.4 -0.1
H -4.681273 0.547475 -8.181133 0.0 -0.1 0.1
H -4.090296 2.206809 -8.138402 0.0 0.1 0.0
H -6.489286 2.309806 -8.460979 0.0 -0.1 0.1
H -6.129287 2.887906 -6.835536 0.0 -0.1 0.1
Cl 0.398808 12.801248 0.450361 0.0 0.0 0.0
C 0.907163 11.124554 0.112299 0.1 0.0 -0.1
C -0.256860 10.228069 -0.213370 0.0 0.0 0.0
Cl -1.310163 9.946704 1.196856 0.1 0.0 -0.1
H 1.454928 10.762393 0.977272 0.0 0.0 0.1
H 1.585035 11.164576 -0.738035 0.0 0.0 0.0
H 0.109413 9.256253 -0.534250 0.0 0.0 0.0
H -0.868542 10.643022 -1.008743 0.0 0.0 0.0
Cl 4.140677 6.141812 6.441256 0.0 0.0 0.0
C 3.952884 6.960184 8.013787 0.0 0.1 0.0
C 4.282533 6.046515 9.162272 0.1 0.1 0.1
Cl 3.081123 4.737164 9.327301 0.1 0.2 0.2
H 2.933779 7.329244 8.079758 -0.1 0.0 0.0
H 4.632309 7.809852 8.016941 0.1 0.0 0.0
H 4.277647 6.606004 10.095225 -0.1 0.0 0.0
H 5.259876 5.589549 9.038397 0.0 -0.1 0.0
Cl -2.276032 2.849133 -10.127422 0.0 0.0 0.0
C -3.137247 3.123831 -11.661735 0.0 0.0 -0.1
C -4.532750 3.652325 -11.464176 -0.1 0.1 -0.1
Cl -5.644631 2.447618 -10.744323 0.2 0.1 -0.3
H -3.143045 2.187726 -12.212202 0.0 -0.1 0.0
H -2.555026 3.853254 -12.220702 0.0 0.0 0.0
H -4.954065 3.920796 -12.430364 0.0 0.0 0.0
H -4.541165 4.531417 -10.826841 0.0 0.0 0.1
Cl 2.549176 -10.019523 4.669783 0.0 0.1 0.0
C 1.152851 -9.522552 3.671456 0.1 0.1 0.1
C 0.807470 -10.583901 2.670922 -0.2 -0.2 -0.2
Cl 2.045922 -10.760939 1.400465 0.0 0.0 0.1
H 1.387627 -8.576981 3.192756 0.1 0.0 0.0
H 0.316109 -9.369081 4.349406 0.0 0.0 0.0
H -0.123680 -10.333750 2.166408 0.0 0.1 0.0
H 0.688970 -11.546666 3.159765 0.0 -0.1 0.0
Cl 6.865782 -2.293844 5.814459 0.1 0.0 0.1
C 6.292908 -3.545987 6.946973 -0.1 0.1 0.0
C 7.327071 -4.608994 7.203149 0.0 0.0 0.1
Cl 7.628405 -5.625386 5.769481 0.0 0.0 0.0
H 5.378251 -3.970128 6.539897 0.0 0.0 -0.1
H 6.052840 -3.039845 7.879749 0.0 0.0 0.0
H 6.977910 -5.272096 7.991921 0.0 0.0 0.0
H 8.274293 -4.174134 7.507945 0.0 0.0 -0.1
```
Positions in Å, forces in eV/Å.

HOMO = -9.04 eV
Orbital gap = 9.4463 eV
E = -431024.039 eV
E_LUMO = 0.41 eV